Entry 1:
The following is a DFT calculation (ωB97M-V/def2-TZVPD) of a cluster of 6 separate species, C9H28ClO9 in total.

Values from the calculation:
- lowest unoccupied orbital energy (eV) = 2.922
- Kohn-Sham gap (eV) = 9.9
- HOMO level (eV) = -7.0

ORCA input file:
```
! RIJCOSX wB97M-V def2-TZVPD def2/J DEFGRID3
* xyz -1 1
Cl 3.39263 1.36843 19.05119
O 4.51780 2.12423 19.54264
O 3.47700 0.00033 19.33318
O 2.15082 1.93724 19.61243
O 3.35062 1.46256 17.63080
C 7.03179 -2.06320 16.47701
C 5.80007 -1.07781 16.54135
C 5.81686 -0.22820 15.28125
O 4.56881 -1.78878 16.58939
H 7.00008 -2.54651 15.50053
H 6.91261 -2.82220 17.25020
H 7.97646 -1.54336 16.63650
H 5.89854 -0.50422 17.46298
H 4.95217 0.41362 15.11249
H 6.02603 -0.82363 14.39254
H 6.72856 0.33041 15.49307
H 3.87080 -1.13502 16.50574
C -1.97299 1.97653 22.49239
C -0.97453 1.58384 21.44046
C -1.34990 0.25643 20.78450
O -0.76670 2.50771 20.40568
H -1.62007 2.86407 23.01759
H -2.24083 1.29292 23.29801
H -2.93918 2.22641 22.05405
H 0.03454 1.56678 21.85227
H -2.33868 0.28901 20.32696
H -1.19113 -0.53315 21.51898
H -0.80427 0.10176 19.85365
H 0.11456 2.41018 20.03762
C 7.41440 1.93770 17.71477
O 8.70435 2.43632 17.50318
H 7.12135 2.15396 18.74214
H 6.65100 2.33619 17.04653
H 7.44669 0.89358 17.40352
H 9.05688 2.75955 18.33555
C 3.92482 5.12502 17.35472
O 4.41169 5.19963 18.68988
H 3.24626 4.27359 17.30242
H 3.39123 6.03718 17.08760
H 4.74634 5.01249 16.64723
H 4.31919 4.34630 19.11987
C 4.60926 -3.84972 19.32672
O 4.87823 -2.90144 20.34386
H 3.59252 -3.72327 18.95475
H 5.37250 -3.88399 18.54930
H 4.68238 -4.82557 19.80680
H 4.38353 -2.09328 20.18978
*
```

Listed below, in e, are the Mulliken charges computed for each atom: 1.627 -0.658 -0.663 -0.724 -0.660 -1.253 0.627 -1.164 -0.585 0.381 0.199 0.320 0.137 0.377 0.355 0.285 0.321 -1.402 0.673 -1.238 -0.587 0.328 0.358 0.330 0.223 0.342 0.333 0.336 0.396 -0.042 -0.587 0.292 0.166 -0.176 0.327 -0.460 -0.554 0.159 0.279 0.201 0.357 -0.392 -0.527 0.222 0.075 0.290 0.356

Entry 2:
The following is a DFT calculation (ωB97M-V/def2-TZVPD) of a cluster of 5 separate species, C9H28N2O4 in total.

Values from the calculation:
- lowest unoccupied orbital energy (eV) = 0.601
- SMILES = CC1(C)CCCC(C)(C)[NH+]1[O-].N.O.O.O
- Kohn-Sham gap (eV) = 9.0
- HOMO level (eV) = -8.4

ORCA input file:
```
! RIJCOSX wB97M-V def2-TZVPD def2/J DEFGRID3
* xyz 0 1
C -1.17534 1.73342 -0.19681
C 0.03461 1.02080 -0.90602
C 1.15747 2.11317 -0.83118
C -0.27639 0.72694 -2.38205
C 0.79004 -0.23669 -3.02417
C 0.71949 -1.46795 -2.10772
C 1.29227 -1.21904 -0.69520
C 1.18697 -2.42489 0.24615
C 2.76750 -0.82661 -0.71495
N 0.34409 -0.18834 -0.05690
O 0.77410 0.32627 1.14772
H -1.94893 2.08329 -0.89506
H -0.71425 2.63406 0.22921
H -1.70299 1.28482 0.67179
H 2.08719 1.77479 -1.26005
H 1.41345 2.41131 0.19410
H 0.93180 3.04730 -1.34752
H -1.18212 0.11092 -2.47179
H -0.39246 1.60630 -3.02383
H 0.40164 -0.55715 -4.03413
H 1.72751 0.26930 -3.09492
H -0.37229 -1.66080 -1.98203
H 1.26922 -2.29491 -2.54961
H 0.23030 -2.90924 0.41759
H 1.57126 -2.04331 1.19994
H 1.95499 -3.16049 -0.10292
H 3.32211 -1.76117 -0.83846
H 3.18214 -0.41439 0.21775
H 3.00675 -0.12887 -1.53880
H -0.65830 -0.61255 0.19988
N -2.67254 -0.65280 2.53227
H -1.63365 -0.66768 2.62915
H -2.99955 -1.51306 2.97952
H -2.91634 0.21544 3.01866
O -1.90836 2.64111 2.62324
H -1.01119 2.49941 2.33438
H -1.89995 3.41938 3.20077
O 0.11341 -0.72794 3.81050
H 0.56681 -0.15566 4.42866
H 0.52162 -0.55775 2.90986
O -2.26512 -1.15950 -0.44901
H -2.66445 -0.95633 0.42404
H -2.97248 -1.62089 -0.91206
*
```

Listed below, in e, are the Mulliken charges computed for each atom: -1.628 1.785 -1.804 -1.388 -0.597 -1.217 1.641 -1.760 -1.568 0.749 -0.911 0.319 0.432 0.220 0.289 0.414 0.462 0.348 0.486 0.322 0.387 0.177 0.437 0.318 0.431 0.457 0.488 0.283 0.285 0.247 -0.658 0.201 0.224 0.221 -0.616 0.282 0.293 -0.711 0.280 0.374 -0.497 0.232 0.271

Entry 3:
The following is a DFT calculation (ωB97M-V/def2-TZVPD) of a cluster of 5 separate species, C9H28N2O5 in total.

Values from the calculation:
- lowest unoccupied orbital energy (eV) = 0.385
- SMILES = NC(N)=O.CCO.CCO.CCO.CCO
- Kohn-Sham gap (eV) = 10.1
- HOMO level (eV) = -9.7

ORCA input file:
```
! RIJCOSX wB97M-V def2-TZVPD def2/J DEFGRID3
* xyz 0 1
N -0.03394 -1.54584 -0.29507
C 0.63507 -1.18429 0.72418
N 1.52978 -2.08492 1.04845
O 0.66734 -0.04818 1.15162
H 0.08357 -2.45486 -0.71929
H -0.70543 -0.87345 -0.63727
H 2.25153 -1.87149 1.72197
H 1.49898 -3.01738 0.66158
C 3.98048 5.19231 1.12955
C 4.11615 5.29524 2.70615
O 2.89087 5.03269 3.28573
H 3.54435 6.09426 0.70016
H 3.29361 4.39691 0.84034
H 4.88485 4.96571 0.56486
H 4.59091 6.18044 3.12936
H 4.72545 4.44169 3.00332
H 2.56195 4.32493 2.72671
C -1.14905 -7.38656 -4.23208
C -0.21683 -6.56111 -5.10780
O 0.69282 -5.78853 -4.32554
H -0.46117 -7.93868 -3.59171
H -1.72824 -8.05132 -4.87297
H -1.79778 -6.66763 -3.73169
H -0.73161 -5.78951 -5.68028
H 0.16464 -7.14630 -5.94454
H 1.30763 -5.42774 -4.96854
C -2.65305 -1.23396 6.55199
C -2.65718 0.02566 7.36433
O -1.39598 0.58968 7.75093
H -2.79564 -1.09539 5.48029
H -3.43985 -1.90339 6.89969
H -1.71833 -1.78722 6.64312
H -3.19273 -0.06374 8.30948
H -3.23679 0.81749 6.88983
H -0.97929 1.00366 6.99160
C -0.94748 4.11192 -4.22363
C -1.98035 3.41609 -5.14516
O -2.33926 2.39236 -4.32710
H -1.49134 4.45918 -3.34514
H -0.44760 4.86682 -4.83053
H -0.13404 3.41029 -4.03889
H -1.57894 3.14525 -6.12168
H -2.82169 4.07914 -5.34672
H -2.78639 1.67979 -4.78961
*
```

Listed below, in e, are the Mulliken charges computed for each atom: -0.366 0.683 -0.386 -0.665 0.158 0.218 0.206 0.152 -1.052 -0.140 -0.494 0.271 0.317 0.294 0.300 0.222 0.283 -0.875 -0.363 -0.511 0.260 0.315 0.244 0.293 0.339 0.298 -0.916 -0.272 -0.537 0.283 0.284 0.303 0.284 0.279 0.293 -1.013 -0.228 -0.487 0.280 0.342 0.276 0.309 0.241 0.280

Entry 4:
The following is a DFT calculation (ωB97M-V/def2-TZVPD) of a cluster of 4 separate species, C9H28N4O4 in total.

Values from the calculation:
- lowest unoccupied orbital energy (eV) = 0.473
- SMILES = COC[C@H](C)N.COC[C@H](C)N.NC(N)=O.O
- Kohn-Sham gap (eV) = 9.1
- HOMO level (eV) = -8.6

ORCA input file:
```
! RIJCOSX wB97M-V def2-TZVPD def2/J DEFGRID3
* xyz 0 1
C -8.97442 20.64746 -14.37818
O -9.88190 20.87122 -13.26835
C -10.50460 19.72663 -12.61557
C -11.50019 18.96099 -13.47877
C -12.83807 19.68109 -13.50089
N -11.75908 17.65981 -12.94676
H -8.16011 21.36427 -14.48397
H -9.54921 20.23339 -15.20658
H -8.47351 19.74404 -14.03030
H -9.75113 19.10456 -12.13244
H -11.15782 20.07361 -11.81495
H -11.15598 18.89922 -14.51116
H -13.33136 19.78720 -12.53471
H -13.52920 19.09823 -14.10977
H -12.77762 20.68615 -13.91838
H -11.99413 17.83433 -11.98013
H -12.54843 17.10625 -13.24778
C -9.85851 17.06212 -10.72646
O -9.27893 15.75420 -10.32440
C -8.58175 15.20687 -11.39824
C -7.94708 13.88784 -10.86871
C -7.20190 13.02799 -11.94863
N -8.92575 13.05184 -10.18799
H -9.36005 17.63205 -11.51055
H -10.05545 17.77967 -9.92994
H -10.80875 16.87969 -11.22833
H -9.22950 15.05302 -12.26128
H -7.81981 15.85734 -11.82769
H -7.31267 14.18166 -10.03248
H -6.31505 13.60160 -12.21798
H -7.72086 12.91250 -12.90018
H -6.94989 12.04651 -11.54699
H -9.55949 12.64818 -10.86291
H -9.44885 13.73211 -9.65537
N -5.55244 16.70827 -13.94326
C -6.73692 16.21295 -13.97096
N -7.59347 16.90588 -14.59921
O -7.05702 15.07128 -13.61253
H -5.51409 17.51688 -14.54723
H -4.69847 16.33243 -13.55650
H -8.57497 16.67830 -14.52880
H -7.31371 17.86354 -14.75642
O -9.69317 17.22719 -13.94707
H -10.38270 17.85545 -13.73244
H -9.37272 16.92313 -13.09789
*
```

Listed below, in e, are the Mulliken charges computed for each atom: -0.345 -0.451 -0.771 0.537 -1.762 -0.506 0.351 0.287 -0.125 0.481 0.403 0.500 0.376 0.412 0.414 0.445 0.205 -0.544 -0.466 -0.568 0.421 -1.451 -0.812 0.108 0.358 0.316 0.436 0.362 0.318 0.309 0.302 0.457 0.257 0.337 -0.343 0.634 -0.408 -0.641 0.133 0.220 0.392 0.116 -0.755 -0.222 0.284

Entry 5:
The following is a DFT calculation (ωB97M-V/def2-TZVPD) of a structure of composition C9H28NO6Pd.

Values from the calculation:
- lowest unoccupied orbital energy (spin up / spin down) (eV) = -2.799 / -2.805
- Kohn-Sham gap (spin up / spin down) (eV) = 7.4 / 7.2
- HOMO level (spin up / spin down) (eV) = -10.2 / -10.0

ORCA input file:
```
! RIJCOSX wB97M-V def2-TZVPD def2/J DEFGRID3
* xyz 1 3
Pd 1.11032 0.00814 -2.33282
C 1.79280 1.22483 1.94906
C 0.58128 0.30046 1.99655
C -0.26657 0.71496 3.20956
C -1.57281 -0.00084 3.42611
C -2.41334 0.10619 2.10663
C -1.67426 -0.08321 0.75855
N -0.30667 0.50428 0.83798
O 0.26181 0.74202 -0.29785
C -2.59384 0.56712 -0.25261
C -1.56592 -1.59866 0.48841
C 1.08750 -1.13527 2.20949
H 2.62059 0.71515 1.44935
H 2.16934 1.49064 2.93559
H 1.63295 2.14195 1.38412
H -0.48331 1.78818 3.21154
H 0.40235 0.55810 4.06232
H -2.12569 0.36957 4.28481
H -1.37350 -1.06923 3.55298
H -2.84463 1.10447 2.19328
H -3.14813 -0.67845 2.28715
H -2.62716 1.65756 -0.26417
H -3.60636 0.16835 -0.25187
H -2.22098 0.32040 -1.25023
H -0.81843 -2.04568 -0.16046
H -2.53254 -2.03234 0.22800
H -1.35428 -1.99340 1.48641
H 1.42648 -1.52795 1.24687
H 0.49921 -1.89577 2.72002
H 1.97842 -1.09491 2.84173
O 1.51768 -0.42930 -4.61266
H 1.24989 0.17816 -5.31033
H 1.40862 -1.30325 -5.00173
O 3.24001 -0.01083 -1.80085
H 3.68642 -0.50148 -1.10421
H 3.86988 0.66273 -2.07408
O -0.90410 0.50782 -3.14533
H -1.58701 0.27107 -3.78067
H -1.14166 1.39092 -2.84200
O 0.59736 -2.20579 -2.26647
H 0.25575 -2.68241 -3.02963
H 0.81354 -2.89256 -1.62682
O 1.52865 2.20672 -3.04636
H 1.71828 2.96092 -2.47744
H 1.71205 2.52063 -3.93791
*
```

Listed below, in e, are the Mulliken charges computed for each atom: 0.676 -1.764 1.827 -1.391 -0.752 -1.287 1.640 0.237 -0.375 -1.547 -1.394 -1.690 0.314 0.419 0.381 0.393 0.477 0.410 0.297 0.431 0.426 0.456 0.411 0.240 -0.141 0.476 0.438 0.290 0.358 0.467 -0.459 0.289 0.263 -0.484 0.262 0.277 -0.490 0.225 0.297 -0.492 0.242 0.249 -0.412 0.263 0.246

ΔE to the lowest compared entry with this formula, charge and spin: 1.186; 0.000; 0.000; 4.750; 0.000 (eV)